70
Properties=species:S:1:pos:R:3 method="wB97M-V/def2-TZVPD" homo_lumo_gap_ha="0.1755 / 0.2619" e_tot_ev=-94837.5570 s2=8.762 total_charge=-2 spin_multiplicity=6
Fe -0.577 -0.132 0.424
O -1.536 -2.981 0.641
C -1.064 -3.359 1.912
C -1.210 -2.255 2.938
N -0.574 -0.990 2.547
C 0.814 -0.947 3.034
C 1.616 0.169 2.440
O 2.737 0.457 2.952
O 1.588 0.020 0.967
C -1.410 0.126 3.014
C -2.748 0.032 2.257
O -3.799 0.222 2.864
O -2.617 -0.315 1.029
H -2.248 -2.329 0.734
H -0.014 -3.640 1.787
H -1.601 -4.241 2.291
H -0.793 -2.597 3.895
H -2.275 -2.077 3.107
H 1.248 -1.935 2.793
H 0.847 -0.829 4.125
H -0.895 1.059 2.758
H -1.570 0.102 4.098
C 2.106 0.833 -1.679
Si 2.876 0.396 -0.032
C 3.869 -1.224 -0.244
C 4.318 -1.773 1.114
C 2.920 -2.245 -0.894
C 5.093 -1.052 -1.148
C 3.933 1.914 0.472
C 5.049 1.652 1.488
C 2.960 2.953 1.052
C 4.592 2.522 -0.779
H 2.853 1.069 -2.440
H 1.448 1.697 -1.556
H 1.492 0.017 -2.053
H 3.478 -1.883 1.800
H 5.043 -1.121 1.603
H 4.781 -2.762 0.980
H 1.947 -2.280 -0.398
H 3.363 -3.248 -0.842
H 2.735 -2.015 -1.946
H 5.870 -0.454 -0.666
H 4.837 -0.573 -2.097
H 5.528 -2.033 -1.382
H 4.650 1.213 2.399
H 5.542 2.604 1.730
H 5.818 0.990 1.076
H 2.538 2.599 1.992
H 2.128 3.175 0.379
H 3.500 3.892 1.239
H 5.307 1.841 -1.250
H 5.142 3.424 -0.483
H 3.861 2.819 -1.531
S -0.825 -2.488 -3.832
C -0.699 -1.705 -2.397
N -0.589 -1.149 -1.379
O -0.763 3.986 -0.341
C -1.180 2.835 -0.442
O -0.560 1.798 -0.012
C -2.513 2.626 -1.143
C -3.363 3.720 -1.284
C -4.585 3.586 -1.925
C -4.961 2.356 -2.452
C -4.113 1.266 -2.326
C -2.898 1.399 -1.666
H -3.037 4.670 -0.882
H -5.244 4.442 -2.017
H -5.915 2.248 -2.957
H -4.392 0.303 -2.734
H -2.249 0.540 -1.571

62
Properties=species:S:1:pos:R:3 method="wB97M-V/def2-TZVPD" homo_lumo_gap_ha=0.2629 e_tot_ev=-32270.0182 total_charge=+2
Ir 0.135 -0.080 0.442
C 1.398 -0.280 -1.155
C 0.332 -1.259 -1.250
C -0.897 -0.490 -1.491
C -0.516 0.873 -1.481
C 0.886 1.037 -1.312
C 1.651 2.319 -1.350
C 3.039 2.151 -0.728
C 0.879 3.439 -0.644
C 1.778 2.640 -2.859
C -2.358 -0.916 -1.586
C -2.547 -1.966 -2.690
C -3.228 0.299 -1.949
C -2.858 -1.434 -0.223
C 0.716 -2.737 -1.261
C 0.829 -3.169 -2.732
C -0.253 -3.644 -0.493
C 2.098 -2.906 -0.596
H 2.445 -0.524 -1.084
H -1.205 1.695 -1.607
H 2.975 1.759 0.291
H 3.533 3.120 -0.680
H 3.675 1.490 -1.318
H 0.715 3.197 0.409
H -0.085 3.642 -1.112
H 1.461 4.358 -0.688
H 2.315 1.855 -3.393
H 2.339 3.569 -2.963
H 0.801 2.778 -3.328
H -2.133 -1.621 -3.640
H -3.616 -2.122 -2.836
H -2.108 -2.928 -2.451
H -2.952 0.727 -2.916
H -3.193 1.080 -1.186
H -4.263 -0.028 -2.024
H -2.384 -2.362 0.084
H -3.930 -1.614 -0.293
H -2.706 -0.683 0.559
H -0.117 -3.085 -3.263
H 1.149 -4.210 -2.773
H 1.572 -2.568 -3.260
H -1.238 -3.706 -0.941
H -0.364 -3.327 0.548
H 0.154 -4.655 -0.483
H 2.912 -2.557 -1.232
H 2.271 -3.963 -0.406
H 2.166 -2.389 0.368
N -0.714 3.916 4.539
C -0.453 2.799 5.249
O -0.452 2.751 6.455
C -0.142 1.518 4.485
C 0.178 0.407 5.264
C 0.462 -0.807 4.659
C 0.416 -0.886 3.287
N 0.105 0.184 2.519
C -0.166 1.370 3.117
H -0.917 4.754 5.060
H -0.707 3.976 3.540
H 0.193 0.529 6.340
H 0.712 -1.683 5.241
H 0.627 -1.816 2.771
H -0.411 2.183 2.449

62
Properties=species:S:1:pos:R:3 method="wB97M-V/def2-TZVPD" homo_lumo_gap_ha=0.3077 e_tot_ev=-31464.7100 total_charge=+1
C -1.483 1.341 -2.368
C -0.945 1.508 -1.012
N -1.257 0.399 -0.235
C -2.795 -0.016 -0.221
C -3.269 -1.317 -0.965
C -4.705 -1.512 -0.760
C -5.632 -0.691 -0.034
C -5.123 0.623 0.298
C -3.794 0.909 0.322
H -3.353 1.742 0.885
C -6.137 1.727 1.088
H -5.682 2.453 1.458
H -6.652 0.810 1.694
H -6.744 2.016 0.362
H -6.607 -0.808 -0.331
H -5.079 -2.354 -1.164
H -2.554 -1.968 -1.233
C -0.871 0.300 1.232
H -1.221 1.226 1.687
H 0.193 0.663 1.167
C -1.036 -1.031 1.721
N -0.791 -1.956 0.995
H -1.137 -2.810 1.117
C 0.675 -2.211 0.724
C 0.905 -2.255 -1.215
O 0.334 -1.328 -1.651
H 0.923 -0.848 -1.829
C 2.428 -2.375 -1.392
O 3.129 -1.647 -0.564
C 3.082 -0.302 -0.836
C 2.698 0.373 -2.198
C 2.470 1.601 -2.433
C 2.713 2.517 -1.211
C 3.070 1.833 -0.035
C 3.251 0.533 0.180
C 3.851 0.254 1.519
C 5.332 0.369 1.408
H 5.472 1.457 1.854
H 5.818 -0.019 0.748
H 5.600 0.068 2.588
C 3.150 0.523 2.863
H 1.858 0.492 2.875
H 3.341 0.068 3.630
H 3.183 1.528 2.843
H 3.589 -0.975 1.390
H 3.431 2.572 0.795
H 2.619 3.430 -1.305
H 2.361 1.869 -3.237
H 2.629 -0.289 -3.116
H 2.366 -2.394 -2.399
H 2.797 -3.463 -1.097
H 0.411 -3.288 -1.350
H 1.344 -3.079 0.951
H 1.373 -1.473 0.978
H -1.911 -1.232 2.234
H -0.319 -0.960 2.924
H -0.968 -0.582 -0.743
H -0.100 1.692 -0.905
H -1.575 2.473 -0.541
H -2.468 1.249 -2.238
H -1.150 2.129 -3.121
H -1.039 0.439 -2.793

65
Properties=species:S:1:pos:R:3 method="wB97M-V/def2-TZVPD" homo_lumo_gap_ha=0.3141 e_tot_ev=-37057.0157 smiles="COc1cc(CN2CCNC(=O)[C@@H]2CC(=O)NCCCC2CCCC2)cc(OC)c1"
C -3.230 -4.533 2.157
H -4.076 -4.735 1.558
H -3.110 -4.974 2.996
H -2.399 -4.920 1.422
O -3.111 -3.349 2.243
C -3.181 -2.351 1.430
C -3.069 -1.056 1.930
C -2.989 0.093 0.690
C -3.144 -0.217 -0.632
C -3.175 -1.614 -0.936
C -3.297 -2.381 0.056
H -3.445 -3.497 -0.414
O -3.306 -2.175 -2.321
C -3.178 -0.959 -3.214
H -2.229 -0.578 -3.362
H -3.373 -1.649 -4.047
H -3.955 -0.455 -3.151
H -3.112 0.503 -1.177
C -2.728 1.619 1.182
N -2.154 2.353 0.376
C -2.231 3.727 0.382
C -1.481 4.266 1.846
N -0.043 3.718 1.644
C 0.249 2.584 1.030
O 1.467 2.308 0.594
C -0.681 1.886 0.000
C -0.399 1.872 -1.486
H -1.288 2.428 -2.069
C 0.159 0.782 -1.985
O -0.160 0.260 -3.039
N 1.308 0.485 -1.460
C 2.068 -0.775 -1.953
C 3.581 -0.305 -2.077
C 4.264 0.073 -0.892
C 4.444 -0.885 0.257
H 3.536 -0.951 0.630
C 5.336 -2.033 -0.349
C 6.109 -2.397 1.331
C 6.484 -1.013 1.649
H 6.709 -0.981 2.767
H 7.399 -0.715 1.203
C 5.097 -0.140 1.696
H 5.377 0.793 1.318
H 4.571 -0.411 2.381
H 6.867 -2.982 0.763
H 5.632 -3.013 1.763
H 4.770 -2.968 -0.493
H 6.128 -1.901 -0.938
H 5.297 0.646 -1.295
H 3.613 1.127 -0.422
H 4.107 -1.166 -2.535
H 3.576 0.466 -2.926
H 1.834 -1.079 -2.840
H 2.128 -1.613 -0.960
H 1.710 0.815 -0.463
H 0.316 2.996 -1.407
H -0.747 0.731 0.165
H 0.619 4.018 2.203
H -1.818 3.930 2.638
H -1.137 5.248 2.018
H -1.721 4.146 -0.509
H -3.175 4.027 0.688
H -3.786 1.950 1.283
H -2.504 1.506 2.345
H -2.860 -0.817 2.852